Arrangement one

This record from the OMol25 dataset describes 2 unconnected molecules or ions with the total composition C4H7N5. The level of theory is ωB97M-V/def2-TZVPD.

XYZ file:
```
16
Properties=species:S:1:pos:R:3:mulliken_charge:R:1
C 1.001 0.078 0.444 0.544
C 0.190 -0.806 -0.701 -0.420
C -1.201 -0.588 -0.975 -0.279
C -0.214 1.915 -0.264 -0.005
H 2.814 -2.108 1.786 0.221
H 1.243 -2.226 0.873 0.233
H 0.559 -1.238 -1.659 0.266
H -1.876 -0.713 -1.997 0.305
H -1.447 -0.336 1.118 0.371
H -2.305 2.087 -1.052 0.250
H -0.157 2.918 -0.599 0.404
N 2.135 -1.661 1.117 -0.398
N 1.985 -0.249 1.102 -0.390
N -1.818 0.157 0.280 -0.262
N -1.649 1.425 0.151 -0.430
N 0.739 1.344 0.375 -0.409
```

## Properties
**E_HOMO**: -7.79 eV
**HOMO-LUMO gap**: 7.8 eV
**LUMO energy**: 0.001 Ha
**Charge**: 0

***

Arrangement two

This record from the OMol25 dataset describes C4H7N5 in the gas phase. The level of theory is ωB97M-V/def2-TZVPD.

XYZ file:
```
16
Properties=species:S:1:pos:R:3:mulliken_charge:R:1
C 0.604 0.039 -1.162 0.394
C -0.645 -1.874 -1.079 -0.060
C -0.697 -0.540 0.772 0.085
C 0.271 0.314 0.161 0.654
H 1.246 0.685 -2.861 0.325
H 1.316 1.839 -1.499 0.271
H -0.970 -2.849 -1.536 0.334
H -0.754 0.450 2.595 0.207
H -1.790 -0.818 2.599 0.247
H 1.394 1.386 1.591 0.260
H -0.047 1.938 1.179 0.270
N 1.438 0.900 -1.833 -0.531
N 0.059 -1.025 -1.804 -0.688
N -1.012 -1.687 0.123 -0.636
N -1.177 -0.275 1.981 -0.394
N 0.765 1.515 0.772 -0.737
```

## Properties
**E_HOMO**: -8.50 eV
**HOMO-LUMO gap**: 9.1 eV
**LUMO energy**: 0.023 Ha
**Charge**: 0

***

Most stable one: arrangement two, least stable one: arrangement one.

***

Arrangement one

This record from the OMol25 dataset describes C2H6N2 in the gas phase. The level of theory is ωB97M-V/def2-TZVPD.

XYZ file:
```
10
Properties=species:S:1:pos:R:3:mulliken_charge:R:1
C -0.127 1.426 -0.018 -0.735
N -0.472 0.051 -0.339 -0.266
C 0.189 -0.983 0.260 0.101
N 0.220 -2.125 -0.284 -0.653
H 0.292 1.444 0.981 0.318
H 0.458 1.930 -0.790 0.233
H -1.031 2.047 0.006 0.245
H -0.714 -0.120 -1.310 0.266
H 0.497 -0.784 1.290 0.253
H 0.688 -2.886 0.205 0.238
```

## Properties
**E_HOMO**: -8.86 eV
**HOMO-LUMO gap**: 10.0 eV
**LUMO energy**: 0.041 Ha
**Charge**: 0

***

Arrangement two

This record from the OMol25 dataset describes C2H6N2 in the gas phase. The level of theory is ωB97M-V/def2-TZVPD.

XYZ file:
```
10
Properties=species:S:1:pos:R:3:mulliken_charge:R:1
C -1.066 -0.601 -0.308 -0.914
C 0.202 -0.722 0.385 0.121
H -0.839 -0.103 -1.192 0.355
H -1.613 0.010 0.328 0.288
H -1.545 -1.581 -0.548 0.285
H 0.440 -1.710 0.834 0.309
H 1.862 1.703 -0.302 0.264
H 0.388 1.758 0.484 0.201
N 1.231 0.008 0.490 -0.429
N 0.941 1.237 -0.171 -0.480
```

## Properties
**E_HOMO**: -8.96 eV
**HOMO-LUMO gap**: 10.1 eV
**LUMO energy**: 0.041 Ha
**Charge**: 0

***

Most stable one: arrangement one, least stable one: arrangement two.

***

Arrangement one

This record from the OMol25 dataset describes 12 unconnected molecules or ions with the total composition C48H96O36. The level of theory is ωB97M-V/def2-TZVPD.

XYZ file:
```
180
Properties=species:S:1:pos:R:3:mulliken_charge:R:1
C 2.680 -3.930 -8.615 -1.356
C 2.090 -2.900 -7.655 0.270
O 2.574 -3.236 -6.337 -0.328
C 2.259 -2.457 -5.242 0.575
O 1.446 -1.532 -5.285 -0.310
O 3.006 -3.009 -4.213 -0.355
C 2.883 -2.454 -2.949 -0.684
H 3.648 -3.753 -9.083 0.323
H 2.070 -4.080 -9.506 0.387
H 2.740 -4.877 -8.079 0.320
H 1.016 -3.023 -7.796 0.028
H 2.419 -1.865 -7.744 0.271
H 2.803 -1.367 -2.947 0.262
H 3.844 -2.625 -2.463 0.376
H 2.091 -2.855 -2.317 0.303
C 1.168 4.651 -4.983 -0.811
C -0.153 5.375 -4.826 -0.173
O -0.835 5.059 -3.642 -0.429
C -1.510 3.934 -3.288 0.872
O -1.539 2.972 -3.995 -0.586
O -2.028 4.115 -2.084 -0.386
C -2.795 3.053 -1.468 -0.405
H 1.798 5.133 -5.731 0.403
H 0.955 3.590 -5.113 -0.156
H 1.767 4.709 -4.074 0.426
H -0.824 5.079 -5.632 0.261
H -0.051 6.453 -4.944 0.383
H -2.328 2.833 -0.508 0.053
H -3.020 2.237 -2.155 0.240
H -3.756 3.433 -1.123 0.331
C 1.459 1.048 2.942 0.337
C 1.458 1.660 1.505 -0.829
O 1.259 0.721 0.490 -0.080
C 0.732 1.040 -0.687 0.585
O 0.268 2.185 -0.919 -0.642
O 0.571 -0.102 -1.455 -0.044
C -0.125 0.110 -2.706 -0.230
H 1.295 1.812 3.702 0.031
H 2.466 0.652 3.070 0.016
H 0.642 0.338 3.068 -0.197
H 2.384 2.220 1.371 0.301
H 0.660 2.399 1.440 0.479
H -0.065 -0.800 -3.303 -0.223
H 0.375 0.890 -3.280 0.454
H -1.188 0.298 -2.556 -0.073
C -5.194 -3.995 -8.614 -1.251
C -5.184 -3.856 -7.137 0.205
O -3.994 -4.283 -6.596 -0.323
C -2.897 -3.479 -6.282 0.667
O -1.832 -3.994 -5.879 -0.590
O -3.212 -2.194 -6.426 -0.461
C -2.209 -1.211 -6.142 -0.522
H -6.187 -3.834 -9.033 0.384
H -4.974 -5.028 -8.881 0.298
H -4.519 -3.274 -9.074 0.307
H -6.047 -4.387 -6.735 0.205
H -5.418 -2.850 -6.787 0.114
H -1.540 -1.171 -7.001 0.348
H -1.615 -1.302 -5.233 0.178
H -2.613 -0.198 -6.145 0.369
C -8.306 -3.148 -4.757 -1.055
C -7.313 -1.990 -4.472 -0.316
O -6.148 -2.568 -3.814 -0.291
C -5.169 -1.832 -3.357 0.801
O -4.996 -0.667 -3.516 -0.588
O -4.335 -2.659 -2.655 -0.422
C -3.049 -2.194 -2.250 -0.161
H -9.154 -2.618 -5.190 0.374
H -8.589 -3.747 -3.892 0.296
H -7.881 -3.842 -5.483 0.194
H -7.851 -1.198 -3.950 0.424
H -6.971 -1.545 -5.406 0.313
H -2.457 -2.243 -3.163 0.182
H -2.521 -2.633 -1.403 -0.078
H -2.973 -1.115 -2.114 0.125
C -3.520 -5.295 4.016 -1.338
C -2.682 -4.017 4.125 -0.139
O -1.705 -4.346 3.208 -0.305
C -1.243 -3.345 2.449 0.585
O -1.552 -2.143 2.624 -0.227
O -0.274 -3.776 1.517 -0.497
C 0.119 -2.839 0.494 1.230
H -3.006 -6.150 4.456 0.306
H -3.745 -5.631 3.003 0.329
H -4.492 -5.096 4.465 0.395
H -2.333 -3.918 5.153 0.264
H -3.155 -3.061 3.903 0.352
H 0.849 -3.171 -0.245 -0.111
H 0.432 -1.888 0.925 0.155
H -0.777 -2.778 -0.124 -0.639
C -6.497 3.914 2.104 -1.083
C -5.030 4.179 2.480 -0.360
O -4.151 3.353 1.686 -0.147
C -3.630 2.159 2.257 0.538
O -3.413 1.941 3.419 -0.555
O -3.288 1.362 1.246 -0.200
C -2.872 -0.025 1.478 -0.365
H -6.694 2.849 2.223 0.274
H -6.647 4.326 1.107 0.271
H -7.190 4.427 2.772 0.397
H -4.945 3.784 3.492 0.282
H -4.739 5.229 2.451 0.372
H -2.032 0.073 2.165 0.055
H -2.435 -0.381 0.545 0.151
H -3.621 -0.674 1.932 0.363
C 8.943 3.864 7.120 -1.013
C 8.403 4.458 5.811 -0.311
O 6.961 4.250 5.697 -0.348
C 6.494 3.199 5.213 0.764
O 7.127 2.474 4.434 -0.662
O 5.355 2.969 5.783 -0.247
C 4.445 1.944 5.261 -0.815
H 10.000 4.131 7.138 0.371
H 8.869 2.777 7.157 0.286
H 8.343 4.343 7.893 0.294
H 8.837 4.023 4.910 0.368
H 8.532 5.537 5.732 0.281
H 4.031 1.482 6.157 0.191
H 4.900 1.172 4.641 0.602
H 3.600 2.275 4.656 0.221
C 0.645 1.071 -6.974 -0.337
C 0.954 2.381 -7.682 -0.874
O -0.150 3.232 -7.491 -0.068
C -0.283 4.273 -8.269 0.696
O 0.504 4.566 -9.157 -0.636
O -1.341 4.916 -7.921 -0.332
C -1.737 6.237 -8.295 -0.742
H 0.132 1.144 -6.015 -0.050
H 1.583 0.534 -6.827 0.202
H 0.095 0.390 -7.624 0.344
H 0.989 2.173 -8.751 0.525
H 1.932 2.799 -7.443 0.333
H -1.018 6.953 -7.898 0.300
H -2.749 6.431 -7.938 0.243
H -1.782 6.324 -9.380 0.359
C 1.549 3.573 9.201 -1.205
C 2.758 3.677 8.133 0.181
O 2.504 4.809 7.295 -0.313
C 1.871 4.780 6.111 0.759
O 1.573 3.836 5.437 -0.527
O 1.654 6.051 5.764 -0.351
C 0.991 6.297 4.550 -0.716
H 1.562 4.458 9.837 0.353
H 1.742 2.723 9.856 0.384
H 0.561 3.622 8.743 0.293
H 2.970 2.770 7.567 -0.093
H 3.706 3.879 8.632 0.323
H 1.389 7.294 4.366 0.300
H -0.094 6.324 4.442 0.297
H 1.214 5.666 3.689 0.283
C 5.009 -5.889 6.731 -0.954
C 4.698 -6.333 5.292 -0.406
O 3.984 -5.244 4.733 -0.219
C 4.681 -4.123 4.217 0.520
O 5.895 -3.924 4.210 -0.579
O 3.779 -3.346 3.611 -0.065
C 4.090 -2.139 3.167 -0.522
H 5.569 -6.716 7.167 0.410
H 4.021 -5.668 7.136 0.200
H 5.726 -5.080 6.867 0.284
H 4.126 -7.255 5.184 0.339
H 5.563 -6.685 4.730 0.373
H 4.831 -2.198 2.370 0.395
H 4.465 -1.570 4.018 0.411
H 3.140 -1.714 2.843 -0.148
C 0.413 -5.321 5.923 -1.311
C 1.132 -3.973 5.510 0.036
O 0.210 -2.893 5.804 -0.356
C 0.417 -1.615 5.561 0.710
O 1.349 -1.156 4.900 -0.376
O -0.617 -0.820 6.018 -0.402
C -0.594 0.621 5.857 -0.042
H 0.464 -5.521 6.994 0.400
H 0.832 -6.230 5.493 0.353
H -0.597 -5.293 5.515 0.114
H 1.346 -3.925 4.442 0.155
H 2.109 -3.997 5.992 0.394
H -0.935 0.721 4.826 -0.073
H 0.400 1.067 5.870 0.091
H -1.259 0.996 6.635 0.278
```

## Properties
**E_HOMO**: -9.99 eV
**HOMO-LUMO gap**: 10.6 eV
**LUMO energy**: 0.021 Ha
**Charge**: 0

***

Arrangement two

This record from the OMol25 dataset describes 12 unconnected molecules or ions with the total composition C48H96O36. The level of theory is ωB97M-V/def2-TZVPD.

XYZ file:
```
180
Properties=species:S:1:pos:R:3:mulliken_charge:R:1
C -0.823 -4.520 -8.200 -1.190
C 0.053 -5.078 -9.292 -0.198
O -0.697 -5.962 -10.077 -0.324
C -0.566 -7.263 -10.013 0.777
O 0.113 -7.877 -9.252 -0.557
O -1.344 -7.877 -10.913 -0.334
C -1.396 -9.290 -10.934 -0.708
H -1.105 -5.073 -7.304 0.312
H -1.727 -4.121 -8.660 0.310
H -0.392 -3.641 -7.721 0.398
H 0.858 -5.604 -8.777 0.304
H 0.495 -4.250 -9.847 0.308
H -1.895 -9.920 -11.670 0.313
H -1.674 -9.775 -9.998 0.292
H -0.363 -9.630 -10.854 0.297
C 12.460 7.768 5.483 -1.014
C 11.158 8.135 4.823 -0.237
O 10.503 6.851 4.633 -0.262
C 9.246 6.875 4.237 0.717
O 8.726 7.897 3.882 -0.553
O 8.597 5.656 4.353 -0.307
C 7.306 5.604 3.794 -0.687
H 12.701 6.708 5.398 0.297
H 12.446 8.020 6.543 0.284
H 13.247 8.324 4.973 0.288
H 11.409 8.557 3.850 0.250
H 10.587 8.944 5.278 0.371
H 7.138 6.373 3.039 0.325
H 6.516 5.662 4.543 0.255
H 7.214 4.703 3.188 0.274
C -9.592 -1.159 -1.111 -1.193
C -10.419 0.074 -1.428 -0.211
O -11.292 0.533 -0.329 -0.276
C -11.907 1.753 -0.371 0.757
O -11.938 2.524 -1.391 -0.611
O -12.571 1.869 0.762 -0.294
C -13.462 2.974 1.050 -0.661
H -8.982 -1.441 -1.969 0.364
H -10.303 -1.931 -0.816 0.330
H -9.114 -0.946 -0.155 0.306
H -11.028 0.073 -2.332 0.352
H -9.699 0.875 -1.594 0.278
H -13.015 3.798 1.606 0.277
H -14.273 2.602 1.677 0.260
H -13.962 3.385 0.173 0.322
C 4.635 -6.712 -4.151 -1.017
C 4.275 -5.321 -4.583 -0.339
O 3.982 -4.476 -3.482 -0.214
C 4.188 -3.139 -3.604 0.716
O 4.526 -2.582 -4.665 -0.611
O 3.793 -2.426 -2.531 -0.272
C 4.021 -1.004 -2.390 -0.667
H 5.296 -6.606 -3.291 0.291
H 5.137 -7.255 -4.952 0.344
H 3.707 -7.233 -3.914 0.263
H 3.370 -5.363 -5.189 0.265
H 4.909 -4.861 -5.341 0.397
H 3.720 -0.335 -3.196 0.285
H 5.077 -1.040 -2.122 0.307
H 3.593 -0.544 -1.499 0.252
C 2.875 3.128 -6.350 -1.164
C 1.999 4.053 -5.472 -0.219
O 2.879 5.071 -4.965 -0.249
C 2.553 5.913 -3.914 0.783
O 1.513 5.935 -3.227 -0.624
O 3.475 6.803 -3.769 -0.310
C 3.271 7.896 -2.888 -0.669
H 2.320 2.230 -6.622 0.369
H 3.702 2.715 -5.772 0.310
H 3.452 3.616 -7.135 0.320
H 1.497 3.513 -4.668 0.301
H 1.158 4.511 -5.992 0.290
H 3.682 7.837 -1.880 0.263
H 2.203 8.113 -2.897 0.338
H 3.693 8.761 -3.401 0.261
C -5.919 5.398 0.010 -1.204
C -4.812 4.519 -0.600 -0.099
O -4.882 4.644 -2.005 -0.346
C -5.317 3.645 -2.805 0.824
O -5.497 2.488 -2.429 -0.610
O -5.400 4.107 -3.990 -0.316
C -5.919 3.239 -5.032 -0.633
H -6.005 6.385 -0.445 0.325
H -5.988 5.531 1.090 0.378
H -6.932 5.084 -0.243 0.305
H -4.884 3.525 -0.158 0.276
H -3.807 4.818 -0.304 0.275
H -6.166 3.883 -5.876 0.242
H -6.803 2.710 -4.677 0.295
H -5.213 2.536 -5.473 0.287
C -3.617 8.902 9.453 -1.164
C -3.208 7.959 8.398 -0.196
O -2.187 8.698 7.667 -0.211
C -1.613 8.025 6.777 0.762
O -1.693 6.844 6.499 -0.596
O -0.750 8.904 6.237 -0.347
C 0.340 8.516 5.443 -0.611
H -4.570 8.491 9.787 0.362
H -3.839 9.937 9.192 0.320
H -3.008 8.846 10.355 0.303
H -4.046 7.701 7.749 0.300
H -2.885 7.028 8.865 0.295
H -0.018 8.100 4.502 0.278
H 0.893 7.703 5.915 0.287
H 0.986 9.378 5.276 0.217
C 8.422 -6.056 4.229 -0.987
C 9.074 -4.661 3.960 -0.320
O 8.091 -3.677 3.550 -0.359
C 7.364 -3.061 4.466 0.816
O 7.299 -3.348 5.632 -0.580
O 6.697 -2.114 3.907 -0.317
C 5.756 -1.291 4.592 -0.650
H 7.630 -6.258 3.507 0.316
H 7.960 -6.036 5.216 0.271
H 9.348 -6.616 4.360 0.334
H 9.732 -4.605 3.093 0.308
H 9.660 -4.345 4.824 0.341
H 5.319 -0.566 3.906 0.224
H 6.151 -0.880 5.522 0.299
H 4.974 -1.903 5.041 0.304
C -8.635 -3.512 -7.511 -1.061
C -7.124 -3.284 -7.282 -0.208
O -6.405 -4.507 -7.610 -0.325
C -6.237 -5.411 -6.602 0.753
O -6.610 -5.360 -5.444 -0.569
O -5.670 -6.476 -7.175 -0.307
C -5.481 -7.646 -6.333 -0.636
H -8.953 -4.026 -6.604 0.282
H -8.925 -4.059 -8.408 0.295
H -9.214 -2.589 -7.460 0.367
H -6.846 -2.939 -6.286 0.313
H -6.769 -2.529 -7.983 0.275
H -5.073 -7.337 -5.371 0.313
H -4.763 -8.178 -6.958 0.220
H -6.325 -8.303 -6.122 0.287
C 2.512 -6.979 1.334 -1.078
C 2.169 -8.484 1.274 -0.244
O 0.845 -8.794 1.698 -0.267
C -0.127 -8.932 0.842 0.711
O -0.182 -8.458 -0.355 -0.603
O -1.170 -9.624 1.482 -0.311
C -2.496 -9.831 0.917 -0.633
H 1.781 -6.374 0.799 0.332
H 3.413 -6.725 0.775 0.348
H 2.751 -6.682 2.355 0.292
H 2.897 -9.002 1.898 0.265
H 2.223 -8.837 0.244 0.354
H -2.452 -10.325 -0.054 0.301
H -3.219 -9.017 0.884 0.278
H -2.830 -10.611 1.601 0.254
C -2.792 -2.408 -0.684 -1.073
C -1.570 -2.125 0.233 -0.225
O -1.752 -0.812 0.697 -0.222
C -0.721 -0.139 1.235 0.777
O 0.411 -0.562 1.420 -0.610
O -1.090 1.111 1.373 -0.318
C -0.144 2.198 1.437 -0.702
H -3.613 -2.885 -0.149 0.296
H -2.520 -3.046 -1.525 0.328
H -3.162 -1.504 -1.167 0.300
H -0.634 -2.224 -0.316 0.298
H -1.592 -2.864 1.035 0.271
H -0.692 3.093 1.733 0.262
H 0.382 2.556 0.551 0.306
H 0.489 2.006 2.304 0.312
C 0.969 1.505 7.892 -0.857
C 1.161 2.364 9.070 -0.397
O 2.270 2.131 9.928 -0.318
C 3.504 2.731 9.580 0.728
O 3.588 3.622 8.765 -0.573
O 4.355 2.507 10.510 -0.314
C 5.596 3.176 10.681 -0.659
H 0.225 2.157 7.435 0.259
H 0.612 0.497 8.107 0.284
H 1.893 1.481 7.315 0.290
H 0.266 2.319 9.690 0.339
H 1.182 3.416 8.788 0.360
H 5.869 3.352 11.722 0.248
H 5.676 4.161 10.221 0.325
H 6.299 2.512 10.178 0.286
```

## Properties
**E_HOMO**: -10.44 eV
**HOMO-LUMO gap**: 10.7 eV
**LUMO energy**: 0.008 Ha
**Charge**: 0

***

Most stable one: arrangement one, least stable one: arrangement two.

***

Arrangement one

This record from the OMol25 dataset describes 2 unconnected molecules or ions with the total composition CH3Cl2FSi. The level of theory is ωB97M-V/def2-TZVPD.

XYZ file:
```
8
Properties=species:S:1:pos:R:3:mulliken_charge:R:1
C 0.489 0.162 0.037 -0.490
F 2.315 -0.813 -1.918 -0.162
Si 1.802 -1.020 -0.415 0.832
Cl 3.339 -1.634 0.910 -0.108
Cl 2.656 2.341 0.055 -0.649
H 1.162 1.139 0.114 -0.031
H -0.326 0.350 -0.683 0.323
H 0.246 0.020 1.118 0.285
```

## Properties
**E_HOMO (spin up / spin down)**: -8.67 / -8.67 eV
**HOMO-LUMO gap (spin up / spin down)**: 5.6 / 5.6 eV
**LUMO energy (spin up / spin down)**: -0.112 / -0.112 Ha
**Charge**: 0

***

Arrangement two

This record from the OMol25 dataset describes CH3Cl2FSi in the gas phase. The level of theory is ωB97M-V/def2-TZVPD.

XYZ file:
```
8
Properties=species:S:1:pos:R:3:mulliken_charge:R:1
C -0.288 0.025 -0.005 -1.074
F -2.415 -0.006 -1.834 -0.251
Si -2.196 -0.011 -0.250 0.778
Cl -2.964 1.706 0.401 -0.208
Cl -2.996 -1.705 0.528 -0.215
H 0.219 -0.634 -0.721 0.266
H 0.021 1.052 0.021 0.300
H -0.028 -0.167 0.930 0.405
```

## Properties
**E_HOMO**: -11.47 eV
**HOMO-LUMO gap**: 12.1 eV
**LUMO energy**: 0.021 Ha
**Charge**: 0

***

Most stable one: arrangement two, least stable one: arrangement one.